{"formula": "C11H24BN", "method": "the ωB97M-V functional and the def2-TZVPD basis", "total_energy_ha": -513.06207, "smiles": "C=C(CC)N(B(CC)CC)C(C)C", "de_lowest_ev": 0.651, "fmax_ha_per_bohr": 0.090, "mol_weight_g_mol": 181.13, "orbital_gap_ev": 9.8, "elements": ["C", "C", "C", "C", "N", "B", "C", "C", "C", "C", "C", "C", "C", "H", "H", "H", "H", "H", "H", "H", "H", "H", "H", "H", "H", "H", "H", "H", "H", "H", "H", "H", "H", "H", "H", "H", "H"], "positions_angstrom": [[1.346, 2.086, 1.124], [1.376, 1.082, 0.298], [2.101, 1.271, -0.973], [1.360, 1.012, -2.262], [0.445, -0.069, 0.477], [-0.996, -0.037, 0.379], [-1.635, 1.276, -0.100], [-2.468, 1.859, 1.065], [-1.857, -1.371, 0.440], [-2.862, -1.468, -0.690], [1.071, -1.276, 0.800], [2.339, -1.101, 1.760], [1.487, -2.085, -0.493], [0.642, 2.001, 2.016], [1.858, 3.046, 1.020], [2.501, 2.256, -0.934], [3.141, 0.635, -1.089], [0.643, 0.216, -2.108], [0.808, 1.861, -2.611], [1.962, 0.679, -3.125], [-2.369, 1.259, -0.905], [-0.925, 1.964, -0.415], [-2.119, 1.655, 2.007], [-2.393, 2.911, 0.843], [-3.588, 1.464, 1.139], [-2.342, -1.329, 1.396], [-1.230, -2.266, 0.345], [-3.598, -2.362, -0.395], [-3.480, -0.575, -0.835], [-2.324, -1.894, -1.529], [0.466, -1.815, 1.477], [2.776, -0.099, 1.737], [2.023, -1.201, 2.830], [2.990, -1.959, 1.445], [2.357, -1.671, -1.079], [0.575, -1.986, -1.118], [1.453, -3.055, -0.223]], "forces_ev_per_a": [[-1.728, 1.136, 3.140], [-2.107, -1.235, -1.166], [3.788, -2.278, -1.373], [-0.345, -0.686, -0.602], [-0.651, 2.534, 0.220], [1.633, -0.426, -1.752], [-2.212, -0.664, 0.812], [-2.614, -0.118, -1.998], [0.980, 0.553, -0.244], [-1.965, -2.660, 1.377], [4.046, -0.696, 0.344], [-0.801, -0.868, -0.118], [-1.838, 4.011, -0.446], [1.162, 0.205, -1.074], [0.013, -0.535, -0.211], [0.224, 0.912, -0.158], [-2.417, 1.016, 0.819], [-0.290, -0.215, 0.023], [-0.428, 0.647, -0.041], [0.190, 0.238, 0.591], [0.230, -0.644, -0.341], [1.375, 1.417, -0.306], [1.324, -0.315, 2.342], [-0.825, 0.630, 0.673], [2.216, 0.982, -0.651], [-0.441, -0.430, 0.749], [-0.191, 0.148, 0.577], [1.192, 1.900, -0.717], [0.373, -0.301, -0.418], [-0.258, 0.673, -0.749], [-1.134, -1.092, -0.136], [0.399, -0.499, -0.521], [0.242, -0.253, -0.822], [-0.008, 1.132, 0.791], [-0.739, -0.719, 0.975], [0.597, 0.021, -0.176], [1.009, -3.521, 0.584]], "nbo_charge": [-0.4120, 0.2073, -0.4530, -0.6149, -0.7169, 0.9567, -0.7852, -0.5842, -0.7704, -0.5867, -0.0140, -0.6317, -0.6323, 0.2030, 0.2094, 0.2177, 0.1982, 0.2169, 0.2082, 0.2149, 0.2280, 0.2165, 0.1913, 0.2134, 0.1972, 0.2262, 0.2148, 0.1923, 0.2092, 0.2066, 0.2050, 0.2228, 0.2044, 0.2117, 0.2182, 0.2034, 0.2082]}

***

{"formula": "C19H15F6N2O2", "method": "the ωB97M-V functional and the def2-TZVPD basis", "total_energy_ha": -1591.88775, "fmax_ha_per_bohr": 0.185, "charge": 1, "mol_weight_g_mol": 417.33, "orbital_gap_ev": 6.7, "elements": ["C", "C", "O", "C", "C", "N", "N", "O", "H", "H", "H", "H", "H", "H", "F", "C", "F", "F", "C", "C", "C", "C", "C", "C", "C", "C", "C", "C", "F", "F", "F", "C", "C", "C", "C", "H", "H", "H", "H", "H", "H", "H", "H", "H"], "positions_angstrom": [[-3.160, -0.553, 3.104], [-2.001, -0.059, 2.301], [-0.753, -0.837, 2.606], [0.387, -0.172, 2.338], [1.642, -1.034, 2.148], [2.647, -0.254, 2.871], [3.787, 0.025, 2.985], [0.402, 1.042, 2.164], [-4.095, -0.325, 2.591], [-3.112, -1.622, 3.250], [-3.112, -0.075, 4.078], [-2.157, -0.234, 1.239], [-1.820, 1.005, 2.469], [1.374, -1.957, 2.780], [6.072, -5.901, 1.257], [6.430, -4.691, 0.728], [7.435, -4.205, 1.518], [6.987, -4.917, -0.501], [5.290, -3.740, 0.627], [5.598, -2.391, 0.416], [4.544, -1.534, 0.242], [3.217, -2.002, 0.248], [2.067, -1.029, 0.296], [0.912, -1.180, -0.626], [0.463, -2.384, -1.223], [-0.825, -2.502, -1.761], [-1.629, -1.364, -1.764], [-3.007, -1.474, -2.318], [-3.768, -0.392, -1.969], [-3.001, -1.528, -3.689], [-3.625, -2.602, -1.837], [-1.133, -0.108, -1.436], [0.116, -0.022, -0.843], [2.960, -3.365, 0.361], [4.009, -4.257, 0.508], [6.624, -2.015, 0.507], [4.735, -0.468, 0.231], [2.373, 0.001, 0.314], [1.061, -3.290, -1.206], [-1.183, -3.469, -2.127], [-1.724, 0.794, -1.594], [0.445, 0.949, -0.467], [1.943, -3.721, 0.474], [3.813, -5.322, 0.655]], "forces_ev_per_a": [[0.345, -0.089, 0.490], [0.350, 0.054, -0.565], [1.032, 0.324, -0.375], [-2.265, 2.236, -0.721], [-2.679, 0.031, 0.941], [9.476, 0.519, -0.597], [-8.881, -1.667, -0.452], [0.962, -1.776, 0.194], [0.085, 0.161, 0.127], [-0.037, -0.339, -0.044], [-0.400, -0.060, 0.170], [0.089, 0.055, -0.096], [0.150, -0.331, -0.028], [1.267, 0.767, -1.185], [0.220, 1.104, -0.624], [1.625, -1.151, 0.427], [-0.844, -0.263, -0.585], [-0.582, 0.074, 1.004], [0.567, -0.156, -1.058], [0.115, -0.615, 0.623], [-0.748, 0.656, 0.383], [-0.289, 0.392, 0.136], [1.028, -0.705, 0.876], [-1.488, 0.171, 0.077], [-0.337, -0.252, 0.442], [0.816, 0.464, 0.514], [0.249, -0.003, -0.787], [-1.427, -0.016, -0.527], [0.498, -1.089, -0.303], [-0.089, -0.132, 1.473], [0.479, 1.188, -0.696], [0.208, -0.015, 0.218], [0.358, -0.286, 0.480], [0.071, -0.087, 0.352], [-0.214, 0.156, 0.536], [-0.489, -0.314, -0.170], [-0.063, 0.079, -0.347], [0.333, 0.431, -0.119], [-0.010, 0.309, -0.018], [0.097, 0.475, 0.112], [0.095, -0.361, 0.108], [0.025, -0.303, -0.134], [0.118, -0.019, -0.124], [0.186, 0.382, -0.128]], "nbo_charge": [-0.6392, -0.0685, -0.4994, 0.7559, -0.2320, 0.1129, 0.3424, -0.5817, 0.2422, 0.2288, 0.2223, 0.1913, 0.2220, 0.3141, -0.3170, 0.9719, -0.3201, -0.3130, -0.1167, -0.1857, -0.1364, -0.1072, -0.0698, -0.0381, -0.1717, -0.1779, -0.0951, 0.9703, -0.3185, -0.3103, -0.3172, -0.1958, -0.1716, -0.1941, -0.1639, 0.2586, 0.2144, 0.2310, 0.2288, 0.2568, 0.2585, 0.2379, 0.2236, 0.2574]}

***

{"formula": "C3H8N3O", "method": "the ωB97M-V functional and the def2-TZVPD basis", "total_energy_ha": -358.20439, "smiles": "C1C[N@@H+]2O[C@@H]2NN1", "de_lowest_ev": 5.226, "fmax_ha_per_bohr": 0.070, "charge": 1, "mol_weight_g_mol": 102.12, "orbital_gap_ev": 10.7, "elements": ["C", "C", "N", "O", "C", "N", "N", "H", "H", "H", "H", "H", "H", "H", "H"], "positions_angstrom": [[0.402, 0.342, 1.178], [0.305, -1.079, 0.662], [-0.487, -1.146, -0.547], [0.168, -0.823, -1.697], [-0.679, 0.194, -1.307], [-0.212, 1.411, -0.864], [0.741, 1.322, 0.173], [-0.716, 0.552, 1.508], [0.927, 0.356, 2.088], [1.301, -1.566, 0.521], [-0.148, -1.600, 1.558], [-0.963, -2.044, -0.536], [-1.400, 0.335, -2.075], [-0.897, 2.110, -0.626], [1.658, 1.636, -0.035]], "forces_ev_per_a": [[-3.368, 0.662, -1.145], [1.793, -0.540, 2.553], [-1.170, -0.458, 2.381], [2.196, 0.324, -1.205], [0.280, 1.116, -1.565], [1.268, -1.677, 1.256], [-0.926, -0.060, 0.766], [2.016, 0.045, -0.513], [1.230, 0.376, 0.849], [-0.762, 0.397, -0.371], [-0.121, -0.063, -1.562], [-0.820, 0.166, -0.996], [-1.654, -0.310, 0.198], [-0.591, 0.070, -0.360], [0.630, -0.047, -0.285]], "nbo_charge": [-0.2394, -0.2950, -0.1494, -0.2840, 0.4008, -0.4053, -0.4864, 0.1882, 0.2565, 0.2491, 0.2556, 0.4447, 0.2425, 0.4109, 0.4112]}